{
  "formula": "C46H33Co2O8PS",
  "method": "ωB97M-V/def2-TZVPD",
  "total_energy_ev": -159987.4711,
  "orbital_gap_ha": 0.16151,
  "largest_force_ha_per_bohr": 0.0884,
  "e_lumo_ev": -3.30,
  "relative_energy_kcal_mol": 22.8,
  "species": ["C", "C", "C", "C", "S", "C", "C", "O", "C", "C", "C", "C", "C", "C", "O", "O", "C", "C", "H", "H", "H", "H", "H", "H", "H", "H", "H", "H", "H", "O", "C", "Co", "C", "O", "C", "O", "C", "C", "C", "C", "C", "C", "C", "C", "C", "Co", "C", "O", "C", "O", "P", "C", "C", "C", "C", "C", "C", "C", "C", "C", "C", "C", "C", "C", "C", "C", "C", "C", "C", "H", "H", "H", "H", "H", "H", "H", "H", "H", "H", "H", "H", "H", "H", "H", "H", "H", "H", "H", "H", "H", "H"],
  "xyz": [[4.87517, -2.39125, 5.80402], [3.72762, -2.02777, 6.51237], [2.67183, -1.38470, 5.86475], [2.78762, -1.07473, 4.50707], [1.57451, -0.00875, 3.73144], [0.44948, -0.95665, 2.73855], [-0.37952, -1.78807, 3.63580], [-0.12502, -2.98061, 3.87106], [-1.56570, -1.09840, 4.24951], [-1.93691, 0.20672, 3.89491], [-3.00007, 0.84506, 4.53441], [-3.72508, 0.16695, 5.52213], [-3.38836, -1.15395, 5.85339], [-2.33148, -1.79369, 5.20150], [0.85058, 0.63131, 4.80574], [2.39142, 0.77788, 2.82687], [3.93303, -1.44051, 3.78985], [4.97567, -2.09848, 4.44005], [5.69384, -2.89708, 6.31605], [3.65441, -2.22483, 7.58205], [1.77457, -1.09729, 6.41034], [1.03603, -1.52133, 2.01497], [-1.39355, 0.72621, 3.10765], [-3.23809, 1.87537, 4.26376], [-4.56069, 0.65558, 6.02467], [-3.94890, -1.69334, 6.61783], [-2.05824, -2.82661, 5.43168], [4.00854, -1.18002, 2.73659], [5.87586, -2.35734, 3.88215], [-4.15243, -2.28094, -3.41953], [-4.02760, -1.23723, -2.93148], [-3.94982, 0.41385, -2.29743], [-4.58755, 1.63781, -3.36539], [-4.99195, 2.42714, -4.10871], [-5.43435, 0.39557, -1.36986], [-6.45214, 0.40787, -0.81887], [-2.40615, 0.82889, -1.06630], [-1.53775, -0.14166, -0.60778], [-1.16797, -0.80876, 0.52953], [-1.04638, -2.26404, 0.48357], [-1.84720, -3.07848, 1.32112], [-1.65076, -4.44984, 1.36013], [-0.74723, -5.05935, 0.48386], [-0.00414, -4.27850, -0.40534], [-0.12711, -2.88616, -0.38565], [-1.48241, 0.10530, -2.43732], [-0.96681, -1.43807, -3.02398], [-0.61425, -2.38938, -3.59371], [-2.22872, 0.51776, -4.04496], [-2.32972, 0.62803, -5.20445], [0.21783, 1.37182, -3.01940], [1.60136, 0.40717, -3.73837], [2.77356, 0.11249, -3.03136], [3.74464, -0.70740, -3.61940], [3.57067, -1.20730, -4.91244], [2.41566, -0.87762, -5.62859], [1.43474, -0.07071, -5.04947], [0.16105, 2.83698, -4.10951], [1.33272, 3.32554, -4.70874], [1.33512, 4.57803, -5.32682], [0.16348, 5.33872, -5.37597], [-1.01578, 4.83192, -4.82544], [-1.02864, 3.57848, -4.20788], [0.85032, 2.15481, -1.48277], [0.78727, 3.53623, -1.20542], [0.74221, 3.98008, 0.12098], [0.68525, 3.06032, 1.17486], [0.77171, 1.70373, 0.86715], [1.06288, 1.27049, -0.41643], [-2.48287, 1.81822, -0.59840], [-1.29007, -0.31337, 1.49258], [-2.59924, -2.59133, 1.95242], [-2.20461, -5.04628, 2.08737], [-0.62582, -6.14163, 0.50371], [0.69122, -4.74125, -1.10612], [0.52520, -2.25795, -0.98901], [2.92673, 0.52328, -2.03429], [4.64244, -0.95143, -3.05374], [4.32981, -1.85315, -5.36064], [2.26902, -1.25593, -6.63856], [0.54079, 0.19010, -5.62413], [2.24349, 2.72868, -4.68890], [2.25962, 4.95462, -5.76343], [0.17345, 6.32475, -5.84362], [-1.93374, 5.41590, -4.87135], [-1.96131, 3.18593, -3.79648], [0.77061, 4.25390, -2.02749], [0.71855, 5.04754, 0.33155], [0.58104, 3.37770, 2.21552], [0.59974, 0.93717, 1.61294], [1.34374, 0.23133, -0.57351]],
  "atomic_forces_ev_per_a": [[-0.18, 0.13, -0.09], [0.01, -0.04, -0.13], [0.09, 0.01, -0.22], [0.23, -0.35, 0.38], [0.20, -0.15, -0.70], [1.44, -0.06, 0.70], [0.01, -0.99, 0.18], [-0.59, 1.46, -0.46], [-0.45, -0.29, 0.26], [-0.15, -0.21, 0.13], [-0.01, -0.27, 0.08], [0.26, -0.14, -0.15], [0.11, 0.01, -0.30], [0.06, 0.37, 0.08], [0.05, 0.01, -0.12], [-0.03, 0.02, 0.36], [-0.16, 0.00, 0.19], [-0.20, 0.02, 0.08], [-0.19, 0.16, -0.13], [0.02, -0.03, -0.29], [0.23, 0.02, -0.14], [0.14, -0.19, 0.29], [0.06, 0.03, 0.33], [-0.05, -0.34, 0.11], [0.26, -0.10, -0.11], [0.09, 0.19, -0.22], [-0.05, 0.38, -0.01], [0.02, 0.00, 0.22], [-0.24, 0.01, 0.17], [0.28, 1.94, 0.81], [-0.51, -2.62, -0.48], [0.58, -0.65, -0.50], [-0.42, 2.63, -1.88], [0.40, -1.37, 1.15], [-1.88, -0.12, 1.81], [1.99, -0.03, -1.19], [0.14, 0.87, 2.84], [-0.91, 1.87, -2.42], [-1.07, -1.23, 2.08], [-0.15, -0.20, -0.05], [0.29, 0.42, 0.33], [-0.18, -0.04, -0.16], [-0.07, 0.30, 0.02], [0.02, 0.41, 0.08], [-0.14, -0.24, 0.05], [0.34, -0.02, -2.72], [1.97, -3.32, -2.40], [-1.00, 2.06, 1.65], [-0.12, -0.10, -1.46], [0.00, -0.08, 2.20], [1.26, 0.67, 0.30], [0.05, 0.00, -0.19], [-0.13, -0.21, -0.36], [-0.10, 0.08, -0.04], [-0.18, 0.12, 0.18], [-0.06, 0.12, 0.17], [0.24, -0.20, 0.14], [-0.48, 0.17, -0.35], [-0.24, 0.17, 0.05], [-0.16, -0.19, 0.07], [0.04, -0.19, 0.15], [0.05, -0.09, -0.04], [0.41, 0.08, -0.05], [0.41, 0.07, 0.13], [-0.28, -0.51, -0.17], [0.24, -0.15, 0.32], [-0.29, 0.23, -0.63], [0.36, -0.11, 0.17], [-0.76, 0.52, 0.25], [-0.36, -0.38, 0.36], [-0.30, -0.35, -0.44], [0.37, -0.30, -0.13], [0.11, 0.16, -0.33], [0.02, 0.27, -0.03], [-0.14, 0.11, 0.26], [-0.14, -0.20, 0.00], [0.04, -0.14, -0.27], [-0.16, 0.06, -0.16], [-0.26, 0.24, 0.16], [0.06, 0.09, 0.20], [0.23, -0.11, 0.21], [-0.17, 0.18, 0.09], [-0.25, -0.07, 0.07], [-0.03, -0.30, 0.13], [0.19, -0.14, -0.02], [0.29, 0.15, -0.01], [-0.23, -0.19, 0.25], [0.03, -0.19, -0.09], [-0.06, -0.07, -0.40], [0.39, 0.48, -0.10], [-0.55, -0.03, -0.08]],
  "mulliken_charge": [-0.37, -0.72, -0.17, 0.08, 1.76, -0.49, -0.21, -0.78, 0.73, 0.67, -1.13, -0.43, -0.69, -0.46, -0.76, -0.73, -0.33, -0.60, 0.36, 0.36, 0.39, 0.57, 0.00, 0.43, 0.39, 0.41, 0.46, 0.39, 0.36, -0.37, 0.13, 0.10, 0.27, -0.36, 0.36, -0.36, -1.53, -0.04, 0.45, 0.33, -0.46, -0.63, -0.57, -1.02, -0.27, 1.06, 0.20, -0.41, -0.15, -0.43, 2.22, -0.02, -0.52, -0.80, -0.56, -0.70, 0.05, 0.08, -0.61, -0.70, -0.54, -0.77, 0.17, -0.05, -0.76, -0.92, -0.62, 1.01, -1.18, 0.79, 0.58, 0.48, 0.43, 0.40, 0.45, 0.71, 0.57, 0.43, 0.38, 0.41, 0.39, 0.43, 0.40, 0.38, 0.44, 0.20, 0.36, 0.40, 0.52, -0.08, 0.37]
}